1.
Below is C54H41N9O2PSeSiTl as an isolated structure, with properties calculated with wB97M-V/def2-TZVPD.

```
110
Properties=species:S:1:pos:R:3
Tl -0.419 0.266 -0.300
Se -8.331 -1.203 1.285
P 1.663 0.157 2.625
Si -1.488 2.942 -4.488
O -0.243 4.232 1.815
O 0.204 2.119 1.198
N -2.671 -0.548 -1.240
N 2.572 1.334 -1.418
N -0.902 -3.247 -1.036
N -7.324 -1.417 -0.207
N -6.961 -0.537 2.259
N 0.483 -1.317 -1.700
N -0.763 -1.909 0.941
N 1.959 -0.033 -3.286
N -2.323 0.494 1.280
C -1.273 -2.939 0.199
C 1.509 -2.252 6.619
C 1.218 -2.240 -3.674
C 1.272 -1.072 -2.824
C 2.390 1.116 -2.743
C -0.898 1.651 -1.804
C 0.101 -4.402 -3.657
C -5.004 -0.996 -0.811
C 3.697 3.407 -1.923
C 3.248 2.430 -1.064
C -5.906 -0.514 1.447
C -1.924 -2.728 2.888
C 2.083 -2.828 5.496
C 2.114 1.833 3.314
C -1.105 2.193 -2.870
C -2.235 -3.816 0.794
C 3.108 1.888 4.300
C 1.204 -0.215 5.380
C -6.103 -0.993 0.110
C 5.466 -1.649 0.663
C 4.218 -2.249 0.581
C -1.070 -1.870 2.245
C -0.887 4.735 -4.519
C -4.387 0.441 3.146
C 0.708 -4.682 -4.865
C 1.492 3.049 2.942
C 3.412 3.250 -3.283
C -3.728 -0.522 -0.398
C 5.596 -0.433 1.317
C 1.837 -2.534 -4.886
C 0.357 3.165 1.890
C -0.075 -2.576 -1.828
C -3.362 2.894 -4.747
C 3.119 -1.649 1.176
C -2.834 -0.938 -2.479
C -3.148 0.922 3.486
C 0.364 -3.171 -3.057
C -0.665 1.976 -5.888
C -2.149 0.933 2.507
C 2.221 -2.102 4.322
C -3.537 -0.001 0.920
C 2.789 2.105 -3.689
C 4.493 0.175 1.901
C 1.074 -0.936 6.555
C -4.619 -0.025 1.849
C 1.577 -3.757 -5.475
C -2.563 -3.711 2.111
C 1.792 -0.779 4.241
C -5.142 -1.418 -2.140
C 3.502 3.085 4.866
C 3.246 -0.442 1.867
C -4.065 -1.371 -2.989
C 1.875 4.239 3.553
C 2.886 4.269 4.494
H -3.297 -4.374 2.554
H -0.605 -1.077 2.809
H 2.561 1.906 -4.727
H -1.952 -0.912 -3.113
H 0.521 -5.631 -5.356
H -5.206 0.417 3.853
H -3.680 3.376 -5.676
H 0.413 1.910 -5.728
H 1.386 -2.826 7.529
H 1.352 5.139 3.256
H -2.121 -2.620 3.946
H 3.563 0.969 4.647
H -1.047 0.953 -5.916
H 4.094 -3.178 0.038
H -2.926 1.282 4.481
H 3.687 4.015 -4.002
H -4.149 -1.669 -4.026
H -1.237 5.263 -3.630
H 2.137 -2.101 1.076
H 0.204 4.774 -4.514
H 2.666 -2.578 3.458
H -0.839 2.431 -6.867
H 4.233 4.268 -1.547
H -1.165 1.309 2.744
H 4.619 1.143 2.360
H 2.411 -3.860 5.530
H 4.289 3.090 5.612
H -2.677 -4.556 0.142
H 2.045 -4.009 -6.420
H 6.330 -2.114 0.205
H -3.706 1.858 -4.767
H -6.114 -1.768 -2.466
H 0.835 0.803 5.338
H 3.192 5.207 4.942
H -1.246 5.274 -5.400
H 0.614 -0.469 7.419
H 3.446 2.551 -0.009
H 6.563 0.054 1.370
H 2.505 -1.813 -5.342
H -3.871 3.388 -3.917
H -0.571 -5.107 -3.182
```

Calculated values
charge = -2
LUMO level (spin up / spin down) = 3.933 / 3.932 eV
frontier orbital gap (spin up / spin down) = 4.38 / 4.45 eV
ΔE to the lowest compared entry with this formula, charge and spin = 5.4 kcal per mole

2.
Below is C54H42AuNOP3SSi as an isolated structure, with properties calculated with wB97M-V/def2-TZVPD.

```
104
Properties=species:S:1:pos:R:3
Au -0.153 -0.521 -0.277
S -1.868 1.788 -1.921
P -2.431 -1.002 0.660
P 2.134 0.939 -0.555
P 1.020 -2.533 0.073
Si 0.466 -0.044 1.994
O -2.016 3.228 -2.052
N -0.746 1.313 -1.070
C 1.353 3.691 -3.509
C 2.669 -1.122 3.511
C -2.242 -0.876 2.473
C -4.108 -4.984 -0.886
C 1.854 0.978 -3.255
C -3.654 1.445 0.924
C 1.977 -2.877 -1.421
C 1.014 2.592 3.029
C 1.615 3.156 -2.256
C 5.982 -0.082 -1.584
C -4.714 -0.036 -0.657
C 1.950 2.066 0.872
C -0.088 -5.112 -0.287
C -3.507 -4.061 -1.731
C 4.022 -2.982 -2.683
C -0.732 -6.249 0.182
C -2.085 -0.612 5.241
C 4.669 0.360 -1.663
C -2.980 -2.891 -1.208
C -1.158 -6.319 1.498
C 3.683 -2.029 3.770
C -3.072 -2.621 0.161
C 3.899 0.492 -0.508
C -0.953 -5.243 2.351
C -1.039 -0.437 3.056
C 1.915 -3.289 -3.799
C 3.909 -3.089 2.899
C 2.128 -2.299 1.491
C 4.478 0.184 0.726
C 1.601 1.518 -4.505
C 1.883 1.799 -2.125
C 3.366 -2.798 -1.473
C -4.541 2.449 0.577
C -0.985 -0.325 4.449
C 1.353 2.879 -4.632
C 6.540 -0.411 -0.357
C -5.603 0.973 -0.994
C 2.490 4.153 1.954
C -4.172 -4.737 0.476
C -3.736 0.194 0.307
C -0.317 -4.104 1.888
C 1.254 -3.100 -2.599
C 3.304 -3.235 -3.840
C 0.129 -4.035 0.566
C 3.125 -3.234 1.769
C -3.359 -1.121 3.274
C 5.785 -0.270 0.800
C 2.639 3.276 0.889
C 1.155 1.693 1.973
C -5.515 2.215 -0.385
C 1.870 -1.241 2.369
C -3.279 -1.001 4.651
C -3.661 -3.559 1.002
C 1.663 3.819 3.015
H 3.941 -2.567 -0.586
H 4.692 -3.807 3.108
H -4.306 -1.381 2.817
H -4.517 -5.901 -1.289
H -4.464 3.420 1.049
H 3.285 -4.078 1.108
H -0.067 -0.003 4.928
H -4.790 -1.000 -1.143
H 2.506 -0.300 4.200
H 4.295 -1.918 4.656
H -2.886 1.640 1.664
H 3.910 0.311 1.638
H 1.581 0.876 -5.376
H 0.390 2.334 3.877
H -1.282 -5.291 3.381
H 3.297 3.536 0.069
H 1.535 4.508 3.840
H 4.256 0.615 -2.629
H 1.141 3.302 -5.605
H -6.364 0.788 -1.740
H 2.008 -0.093 -3.153
H 3.018 5.097 1.951
H -4.150 -1.199 5.262
H -0.147 -3.277 2.569
H -2.017 -0.516 6.317
H -3.711 -3.387 2.068
H -3.446 -4.252 -2.794
H 0.263 -5.084 -1.310
H 1.124 4.744 -3.601
H 6.571 -0.162 -2.488
H 7.564 -0.757 -0.300
H 1.556 3.792 -1.384
H 6.217 -0.500 1.765
H 0.169 -3.104 -2.575
H -0.888 -7.086 -0.486
H -2.502 -2.171 -1.865
H 1.349 -3.467 -4.704
H -1.648 -7.213 1.862
H 3.822 -3.378 -4.779
H 5.101 -2.915 -2.716
H -6.202 3.004 -0.661
H -4.624 -5.465 1.138
```

Calculated values
charge = +1
<S²> = 2.013
LUMO level (spin up / spin down) = -2.045 / -4.009 eV
frontier orbital gap (spin up / spin down) = 6.48 / 6.52 eV
spin multiplicity = 3
ΔE to the lowest compared entry with this formula, charge and spin = 0.0 kcal per mole

3.
Below is a 9-piece molecular cluster, C54H42I2NO37P overall, with properties calculated with wB97M-V/def2-TZVPD.

```
137
Properties=species:S:1:pos:R:3
I 5.679 2.258 -2.917
I 2.504 1.269 -2.857
P 1.001 4.730 -2.440
O -7.505 -2.586 0.509
O 6.949 -7.284 4.153
O 0.930 8.413 -8.323
O 3.300 8.101 -9.523
O -2.954 -0.029 2.255
O 2.670 -1.073 -4.930
O 0.350 4.602 -3.733
O -2.874 -2.498 1.226
O 1.801 0.877 -6.586
O 1.065 6.291 -2.069
O -4.354 1.231 -1.515
O 2.806 -2.006 -10.137
O -4.678 3.908 -1.807
O 1.592 4.693 -5.559
O 0.175 3.840 -1.325
O 6.400 -3.478 1.472
O 2.531 4.199 -2.593
O 3.661 -3.481 -0.815
O 3.978 -3.206 2.573
O -1.265 -2.273 5.409
O -7.641 -6.482 8.321
O -6.128 0.344 -5.758
O 4.013 4.426 -6.703
O -7.572 -0.083 1.458
O -7.870 -4.162 9.640
O -0.769 -0.492 9.722
O 3.587 -3.969 -8.492
O -2.389 2.770 0.173
O 4.490 -7.055 5.194
O -0.405 -4.462 1.304
O -3.500 -5.278 6.487
O 1.234 1.117 8.957
O 0.777 -0.741 4.673
O -3.690 -2.996 7.876
O -0.513 -2.047 2.487
O -6.349 2.993 -6.085
O 3.590 -1.107 0.444
N -1.184 3.642 -1.703
C -4.626 -3.767 7.989
C 1.453 6.583 -0.704
C 1.165 6.556 -6.897
C -3.976 -1.982 1.279
C 4.133 -5.126 3.923
C 4.421 3.200 -1.437
C -4.835 1.606 -2.568
C 0.534 -2.355 1.708
C 6.286 -6.345 3.756
C 1.631 -4.063 0.192
C -0.448 -0.561 8.550
C 4.631 2.601 -0.005
C -6.368 -2.014 0.904
C -5.904 2.623 -5.016
C -5.242 0.686 -3.622
C 2.696 -1.321 -6.122
C -5.523 3.544 -3.953
C -6.723 -5.697 8.183
C 1.962 5.549 -6.502
C -1.739 3.116 -0.721
C 3.321 5.341 -7.108
C 0.521 -3.710 1.071
C 2.988 6.744 -0.522
C 1.087 0.262 6.785
C -5.191 -2.647 0.834
C 4.626 -4.165 2.949
C -1.106 -1.443 7.595
C 2.631 -3.198 -0.013
C 1.603 7.473 -7.934
C 1.535 -1.496 1.510
C 0.443 -0.640 5.838
C -5.025 3.079 -2.801
C 2.744 -1.761 -8.947
C 3.177 -2.813 -7.971
C 2.949 7.248 -8.558
C -0.692 -1.481 6.324
C 6.769 -5.394 2.763
C -5.265 0.040 1.903
C 0.674 0.305 8.058
C 2.265 -0.491 -8.420
C -4.577 -5.069 7.247
C 5.997 -4.371 2.379
C -5.795 -3.484 8.808
C -4.088 -0.594 1.835
C 2.854 3.081 -1.748
C 4.904 -6.152 4.306
C 3.748 6.250 -8.166
C 2.653 -1.855 0.650
C -6.783 -4.382 8.903
C 2.237 -0.274 -7.098
C 3.153 -2.598 -6.650
C -6.478 -0.615 1.435
C -5.744 1.154 -4.770
C -5.563 -5.968 7.344
H -5.539 -6.911 6.816
H 4.720 6.080 -8.607
H 1.010 7.563 -0.472
H 1.880 0.792 -5.617
H 1.940 0.253 -9.133
H 5.230 -7.684 5.296
H 3.508 -3.864 -9.460
H -1.927 -2.053 7.949
H 2.551 8.721 -9.610
H 3.513 6.062 -1.200
H 3.788 1.963 0.296
H -5.824 -2.535 9.324
H 1.010 5.883 0.021
H -2.246 -0.686 2.099
H 4.763 3.434 0.696
H -5.359 1.042 2.299
H 1.604 -5.037 -0.278
H -8.423 -4.960 9.541
H -2.942 -4.483 6.587
H 0.756 0.953 9.792
H 0.187 6.718 -6.467
H 4.603 4.278 -1.396
H 2.369 3.086 -0.768
H 7.760 -5.552 2.361
H -8.203 -1.921 0.662
H -5.098 -3.654 0.451
H 3.281 7.784 -0.708
H 5.662 -2.844 1.378
H 3.136 -4.975 4.313
H -4.354 3.345 -1.080
H -6.448 0.930 -6.470
H -5.663 4.600 -4.135
H 1.896 0.878 6.417
H 3.195 6.504 0.532
H -1.101 -2.830 2.462
H 3.465 -3.349 -5.937
H 5.520 1.962 -0.040
H -5.117 -0.371 -3.435
H 4.238 -2.695 -0.792
H 1.552 -0.517 1.968
H -0.776 -2.108 4.576
H 2.340 4.072 -5.462
```

Calculated values
LUMO level = -1.767 eV
frontier orbital gap = 7.02 eV

Across the entries above, M takes the values 1190.4; 1071.0; 1581.7 g mol⁻¹, respectively.
Across the entries above, total energy takes the values -161376.6716; -110484.0133; -159411.4276 eV, respectively.
Across the entries above, F_max takes the values 0.936; 0.310; 4.193 eV/Å, respectively.